Entry 1:
ORCA calculation (ωB97M-V/def2-TZVPD) on a cluster of 8 separate species, H16O8 in total in a non-equilibrium geometry.

Results
LUMO, hartree: -0.017
HOMO-LUMO gap, eV: 9.8
Relative energy (zero: lowest compared OMol25 entry of this formula, charge and spin), kJ/mol: 244.75
HOMO level, eV: -10.27
Electronic energy, eV: -16639.4740
SMILES: O.O.O.O.O.O.O.O

Cartesian coordinates (Å):
O -24.855 18.389 -11.602
H -25.054 17.845 -12.364
H -25.694 18.487 -11.151
O -26.144 20.206 -13.750
H -26.048 20.270 -14.700
H -26.807 19.528 -13.621
O -24.132 21.049 -10.697
H -24.503 20.421 -11.317
H -23.811 20.512 -9.974
O -26.377 21.254 -16.468
H -26.356 21.871 -17.199
H -26.854 21.717 -15.778
O -25.200 19.572 -18.273
H -25.902 19.693 -18.912
H -25.375 20.226 -17.597
O -25.554 17.039 -13.578
H -25.564 16.195 -14.029
H -26.401 17.432 -13.787
O -27.828 22.002 -12.073
H -27.366 21.473 -12.724
H -27.925 21.422 -11.318
O -28.007 18.460 -13.568
H -28.656 18.509 -14.269
H -28.439 17.960 -12.875

Entry 2:
ORCA calculation (ωB97M-V/def2-TZVPD) on a structure of composition C4H8NO in a non-equilibrium geometry.

Results
Total charge: +1
LUMO, hartree: -0.138
HOMO-LUMO gap, eV: 10.1
Relative energy (zero: lowest compared OMol25 entry of this formula, charge and spin), kJ/mol: 218.58
HOMO level, eV: -13.85
Electronic energy, eV: -7805.8373

Cartesian coordinates (Å):
C 0.835 -0.281 1.184
C 1.953 -0.098 0.429
C 0.033 0.051 -0.079
C -0.845 1.284 -0.147
N -0.862 -1.121 -0.565
O 1.325 0.092 -0.811
H 0.533 -0.530 2.186
H 3.016 0.125 0.485
H -0.820 1.611 -1.197
H -0.476 2.113 0.523
H -1.923 0.980 0.106
H -0.639 -2.053 -0.087
H -0.355 -1.402 -1.479
H -1.774 -0.772 -0.548

Entry 3:
ORCA calculation (ωB97M-V/def2-TZVPD) on a cluster of 2 separate species, C15H18 in total in a non-equilibrium geometry.

Results
LUMO, hartree: 0.032
HOMO-LUMO gap, eV: 9.6
Relative energy (zero: lowest compared OMol25 entry of this formula, charge and spin), kJ/mol: 260.72
HOMO level, eV: -8.75
Electronic energy, eV: -15844.2774
SMILES: CCc1ccccc1.Cc1ccccc1

Cartesian coordinates (Å):
C 0.714 2.089 1.107
C 0.585 0.716 0.319
C 1.917 0.098 0.040
C 2.081 -1.137 -0.589
C 3.307 -1.808 -0.783
C 4.472 -1.047 -0.343
C 4.326 0.178 0.268
C 3.104 0.712 0.449
H 0.628 1.954 2.215
H -0.005 2.885 0.994
H 1.662 2.522 0.739
H 0.033 0.197 1.107
H 0.159 0.779 -0.549
H 1.115 -1.686 -0.660
H 3.328 -2.799 -1.270
H 5.348 -1.503 -0.665
H 5.204 0.775 0.578
H 3.029 1.803 0.842
C -3.642 -1.934 1.129
C -3.055 -0.829 0.152
C -3.447 0.493 0.197
C -2.804 1.556 -0.499
C -1.784 1.179 -1.354
C -1.557 -0.183 -1.631
C -2.161 -1.101 -0.812
H -4.702 -1.846 1.172
H -3.047 -1.945 2.010
H -3.497 -2.976 0.670
H -4.389 0.854 0.713
H -3.124 2.611 -0.412
H -1.188 2.059 -1.860
H -0.827 -0.465 -2.352
H -1.785 -2.200 -0.925